{
  "formula": "C14H23AuN3O5",
  "method": "ωB97M-V/def2-TZVPD",
  "symbols": ["H", "H", "O", "N", "C", "C", "C", "C", "C", "N", "C", "H", "H", "H", "H", "H", "Au", "H", "H", "H", "C", "O", "H", "O", "C", "C", "H", "H", "H", "C", "H", "C", "N", "C", "O", "H", "H", "H", "H", "H", "H", "C", "H", "H", "O", "C"],
  "positions_angstrom": [[-2.823, 1.167, -5.431], [2.654, 0.343, -0.447], [-0.928, -0.299, 0.450], [-0.585, 0.336, 4.672], [-1.557, -1.994, -3.037], [1.376, -0.875, 5.046], [-1.896, -1.606, -5.570], [-1.514, 0.261, -3.969], [2.162, 1.322, -0.439], [0.277, -0.307, 5.620], [-0.226, -0.110, -1.835], [-1.418, -3.019, -3.389], [-0.809, 1.776, -2.671], [0.781, 0.089, -2.231], [-2.123, 0.850, -1.972], [-1.252, -1.154, -6.337], [-0.607, -0.358, 2.615], [-1.122, 1.167, -5.887], [-1.736, -2.690, -5.591], [-1.546, 0.238, 5.002], [-0.145, 0.261, -0.359], [2.279, -1.381, 5.891], [2.099, -0.394, 7.754], [-0.507, 2.168, 1.771], [-0.502, -1.642, -2.037], [-1.199, 0.758, -2.572], [0.945, -1.763, 7.514], [0.464, -2.063, -2.332], [-0.736, -2.092, -1.066], [1.959, -1.390, 7.309], [2.690, -2.080, 7.729], [2.763, 2.258, 0.576], [0.769, 1.209, 0.047], [0.554, 2.058, 1.168], [1.691, 2.680, 1.485], [2.185, 1.741, -1.452], [-2.938, -1.422, -5.889], [3.169, 3.168, 0.126], [-2.537, -1.982, -2.524], [3.527, 1.752, 1.180], [0.354, 0.145, 6.534], [-1.804, 1.268, -5.032], [-0.378, 1.339, 4.597], [-1.697, 2.281, -4.630], [1.501, -0.957, 3.816], [-1.611, -1.058, -4.205]],
  "nbo_charge": [0.228, 0.227, -0.638, -0.685, -0.443, 0.887, -0.651, -0.012, -0.240, -0.500, -0.293, 0.225, 0.215, 0.216, 0.223, 0.226, 0.756, 0.228, 0.219, 0.409, 0.784, -0.466, 0.189, -0.606, -0.383, -0.418, 0.201, 0.210, 0.226, -0.287, 0.235, -0.086, -0.510, 0.906, -0.455, 0.224, 0.228, 0.219, 0.217, 0.214, 0.408, -0.645, 0.406, 0.212, -0.657, 0.036],
  "charge": 1,
  "multiplicity": 1,
  "homo_energy_ev": -10.79,
  "relative_energy_kj_mol": 0.0,
  "homo_lumo_gap_ha": 0.2942,
  "energy_ha": -1223.18438
}


{
  "formula": "C31H63Br4NO19",
  "method": "ωB97M-V/def2-TZVPD",
  "symbols": ["H", "C", "H", "O", "H", "C", "Br", "H", "C", "H", "H", "C", "C", "H", "O", "H", "C", "H", "H", "C", "H", "H", "H", "O", "C", "C", "H", "Br", "C", "H", "C", "C", "H", "H", "O", "H", "O", "H", "H", "H", "O", "H", "H", "C", "H", "O", "C", "H", "C", "O", "O", "C", "H", "O", "H", "C", "H", "N", "H", "H", "O", "H", "H", "C", "H", "H", "H", "H", "H", "H", "H", "H", "C", "H", "C", "O", "H", "C", "O", "H", "Br", "H", "C", "O", "O", "C", "H", "H", "H", "C", "H", "C", "H", "O", "C", "O", "H", "H", "H", "H", "H", "H", "O", "H", "H", "Br", "C", "H", "C", "C", "H", "C", "H", "H", "H", "C", "H", "O"],
  "positions_angstrom": [[0.832, 1.158, 10.310], [-6.501, 8.267, -1.479], [2.444, 2.230, 8.307], [-2.320, 1.443, -1.823], [1.722, -4.619, 10.084], [5.692, 3.277, -5.407], [0.000, 3.401, 11.053], [2.944, -8.380, -1.092], [-4.211, 7.653, -1.156], [6.888, -3.121, -7.203], [-6.942, 3.463, 4.437], [6.800, 3.041, -4.450], [-1.112, 2.544, -4.117], [-0.955, -9.033, -4.283], [1.942, -7.234, -2.492], [-3.370, -2.964, -2.357], [-9.232, -0.635, 3.845], [3.300, -5.502, 9.946], [4.716, -2.020, -9.719], [0.979, -8.188, -2.693], [-9.914, -0.462, 3.013], [4.638, -7.011, -0.559], [3.110, -4.325, 11.083], [3.298, -3.476, 9.261], [2.509, -0.902, -1.932], [-6.913, -0.107, 4.437], [-7.212, 3.720, 2.637], [3.390, 3.053, 10.487], [3.138, -7.643, -1.871], [6.046, 3.080, -6.419], [5.596, -1.770, -9.127], [3.281, -3.523, 7.856], [-0.517, 2.655, -5.024], [7.682, -3.867, -10.623], [-1.312, 1.149, -3.867], [7.566, 3.764, -4.731], [3.150, 1.316, -0.180], [-1.657, -8.397, -2.746], [1.452, 3.261, 1.155], [-8.544, 9.236, -2.884], [2.976, -4.515, 7.242], [-10.019, 6.766, -1.823], [8.064, -3.961, -8.225], [5.430, -1.528, 5.637], [-3.792, 6.653, -1.043], [-8.031, -0.021, 3.541], [7.424, -3.081, -8.151], [8.099, -2.226, -8.151], [-8.846, 8.567, -2.078], [1.871, -0.607, -0.776], [-6.199, 9.337, -2.061], [2.216, 0.451, 0.009], [4.870, 2.562, -5.406], [-5.616, 7.410, -1.044], [1.247, 0.865, 3.029], [-1.164, -8.145, -3.685], [-8.144, 2.684, 3.642], [6.525, -2.928, -9.246], [-0.043, 1.780, 9.029], [5.212, -0.461, 5.591], [1.124, -9.370, -2.340], [3.461, -1.941, 5.460], [3.496, -1.285, -1.672], [4.284, -2.457, 5.953], [3.813, -8.168, -2.548], [-0.554, 3.066, -3.339], [1.936, -1.642, -2.491], [3.276, -5.844, -0.404], [-3.178, -3.066, -0.601], [-3.886, 8.416, -0.448], [5.285, -1.717, -8.083], [4.617, -3.384, 5.485], [1.964, 2.806, 9.098], [-1.676, -3.087, -1.580], [1.760, 1.344, 2.196], [-6.846, -0.879, 5.451], [-10.451, 7.854, -3.242], [-9.670, 7.446, -2.601], [1.472, 0.414, 1.072], [0.057, 2.544, 1.517], [7.701, 1.294, -4.618], [4.229, -5.750, -1.743], [1.040, 2.667, 1.971], [-2.059, -0.622, -2.719], [3.937, -2.468, 7.352], [-2.646, -1.198, -1.557], [-6.381, 1.462, 2.172], [6.568, 3.183, -3.394], [2.830, 1.495, 2.345], [-2.705, -2.733, -1.524], [-1.901, -7.630, -4.300], [-7.120, 3.012, 3.461], [-2.283, -0.749, -0.632], [-7.766, 7.828, -1.407], [0.687, 2.096, 9.774], [0.012, -7.514, -3.314], [6.004, -0.875, -9.595], [-9.640, -0.462, 4.841], [-5.245, 2.479, 3.046], [-9.257, 6.605, -3.158], [-2.011, 3.160, -4.154], [0.715, 3.177, 2.878], [-5.961, 0.848, 4.132], [2.448, -0.048, -2.607], [1.613, 3.715, 8.610], [4.935, 5.096, -5.444], [-1.861, 0.696, -2.679], [-3.682, -0.867, -1.627], [2.808, -4.536, 10.057], [3.820, -6.508, -1.076], [5.902, -1.729, 4.675], [6.763, -3.264, -10.545], [-9.344, 9.243, -1.382], [-4.173, 8.044, -2.173], [6.242, -1.525, 6.364], [-6.160, 1.895, 3.148], [-9.083, -1.715, 3.843], [6.258, -2.987, -11.608]],
  "mulliken_charge": [0.345, 0.789, 0.342, -0.581, 0.298, -0.623, -0.116, 0.292, -0.600, 0.252, 0.327, -0.522, -0.647, 0.293, -0.248, 0.300, -0.669, 0.303, 0.319, 0.721, 0.263, 0.352, 0.266, -0.299, -0.664, 0.642, 0.327, -0.114, -0.207, 0.359, -0.937, 0.672, 0.262, 0.292, -0.328, 0.340, -0.628, 0.288, 0.347, 0.284, -0.536, 0.300, 0.332, -1.226, 0.186, -0.284, -0.817, 0.366, -0.184, -0.273, -0.632, 0.762, 0.375, -0.302, 0.267, -0.638, 0.301, 0.028, 0.358, 0.289, -0.571, 0.204, 0.304, -0.068, 0.313, 0.289, 0.227, 0.322, 0.359, 0.277, 0.341, 0.296, -0.624, 0.289, -0.054, -0.564, 0.347, -1.141, -0.360, 0.331, -0.155, 0.297, -1.243, -0.290, -0.242, -0.281, 0.295, 0.369, 0.302, -1.116, 0.253, -1.123, 0.370, -0.275, -0.575, -0.281, 0.297, 0.308, 0.295, 0.336, 0.291, 0.370, -0.318, 0.307, 0.384, -0.142, 0.783, 0.303, -0.683, -1.186, 0.363, 0.058, 0.289, 0.327, 0.361, -0.092, 0.292, -0.530],
  "multiplicity": 1,
  "homo_energy_ev": -9.51,
  "relative_energy_kj_mol": 469.1,
  "homo_lumo_gap_ha": 0.3510,
  "energy_ha": -12999.18821
}


{
  "formula": "C4H7NO5",
  "method": "ωB97M-V/def2-TZVPD",
  "symbols": ["O", "H", "H", "O", "C", "C", "H", "H", "C", "H", "H", "O", "O", "C", "N", "O", "H"],
  "positions_angstrom": [[1.230, -1.302, 0.850], [-2.181, 1.436, 0.111], [-1.808, 1.578, 1.862], [2.797, -0.131, -0.316], [1.598, -0.328, 0.242], [0.606, 0.814, 0.158], [2.752, 0.484, -1.038], [-0.474, -0.168, 1.477], [-1.477, -0.666, -0.234], [1.066, 1.467, 1.094], [0.875, 2.435, -1.002], [-0.991, -1.887, -0.357], [-2.473, -0.289, -0.761], [-0.733, 0.307, 0.592], [-1.477, 1.602, 0.853], [0.705, 1.445, -1.042], [0.001, -1.900, -0.016]],
  "nbo_charge": [-0.621, 0.401, 0.373, -0.657, 0.799, 0.033, 0.512, 0.233, 0.775, 0.202, 0.508, -0.674, -0.578, -0.234, -0.856, -0.726, 0.512],
  "multiplicity": 1,
  "homo_energy_ev": -9.91,
  "relative_energy_kj_mol": 162.2,
  "homo_lumo_gap_ha": 0.3643,
  "energy_ha": -587.55737
}


{
  "formula": "C4H5Cl4O2P",
  "method": "ωB97M-V/def2-TZVPD",
  "symbols": ["H", "C", "Cl", "Cl", "O", "H", "C", "H", "H", "H", "C", "O", "Cl", "P", "C", "Cl"],
  "positions_angstrom": [[-0.404, 0.308, 1.687], [1.488, 1.195, -0.459], [1.473, 2.698, -2.035], [0.798, 2.945, 1.529], [3.069, -1.143, -0.391], [1.110, -0.753, 1.200], [0.075, 0.550, -0.348], [-0.170, 0.057, -1.321], [-0.476, -1.246, 0.544], [-0.750, 1.283, -0.161], [0.028, -0.377, 0.894], [3.059, 1.774, 1.251], [4.450, 1.198, -1.313], [2.835, 0.120, -1.118], [1.991, 1.857, 0.752], [2.206, -0.286, -2.942]],
  "nbo_charge": [0.232, -0.277, -0.142, -0.059, -1.037, 0.241, -0.472, 0.244, 0.240, 0.256, -0.636, -0.441, -0.175, 1.758, 0.488, -0.218],
  "multiplicity": 1,
  "homo_energy_ev": -11.10,
  "relative_energy_kj_mol": 60.7,
  "homo_lumo_gap_ha": 0.3356,
  "energy_ha": -2488.06196
}


{
  "formula": "C4H13NO2",
  "method": "ωB97M-V/def2-TZVPD",
  "symbols": ["C", "O", "H", "C", "O", "C", "H", "H", "H", "H", "H", "H", "H", "N", "H", "H", "C", "H", "H", "H"],
  "positions_angstrom": [[1.408, -2.372, -0.349], [0.621, 1.010, -1.210], [1.200, -0.009, 0.757], [-0.537, 1.671, -1.698], [0.295, -1.631, -0.381], [0.017, -0.188, 2.361], [1.724, -2.173, 0.791], [0.667, 0.435, 2.991], [-0.747, 0.491, 1.960], [-0.787, 1.313, -2.706], [2.258, -2.002, -0.940], [1.241, -3.452, -0.442], [-1.995, 0.444, -0.670], [0.779, -0.780, 1.290], [-2.611, 2.023, -1.177], [-0.271, 2.727, -1.784], [-1.740, 1.500, -0.777], [0.446, 0.050, -1.197], [-0.444, -0.964, 2.971], [-1.523, 1.906, 0.212]],
  "nbo_charge": [-0.315, -0.761, 0.362, -0.057, -0.467, -0.475, 0.265, 0.234, 0.213, 0.156, 0.162, 0.185, 0.210, -0.352, 0.211, 0.172, -0.637, 0.494, 0.202, 0.198],
  "multiplicity": 1,
  "homo_energy_ev": [-9.86, -9.87],
  "relative_energy_kj_mol": 501.3,
  "homo_lumo_gap_ha": [0.3331, 0.3327],
  "energy_ha": -365.25154
}


{
  "formula": "C29H34AsF2MnNOSSe3Si2Te",
  "method": "ωB97M-V/def2-TZVPD",
  "symbols": ["H", "H", "H", "H", "N", "H", "H", "C", "H", "C", "Te", "C", "C", "C", "H", "C", "Se", "H", "Se", "C", "C", "C", "H", "H", "C", "H", "Si", "Si", "H", "H", "H", "H", "H", "H", "C", "C", "H", "S", "C", "C", "C", "C", "C", "H", "C", "H", "C", "H", "C", "F", "C", "H", "H", "Mn", "H", "F", "H", "H", "C", "C", "C", "C", "Se", "H", "C", "C", "C", "As", "H", "C", "O", "H", "H", "H", "H", "H"],
  "positions_angstrom": [[1.917, 3.749, -3.978], [1.332, -2.413, 0.796], [2.521, 4.240, 6.734], [-4.366, -0.854, -1.374], [1.437, -0.827, -0.517], [-4.546, -1.299, 0.320], [-2.862, 4.832, 0.178], [2.049, 1.910, -2.885], [4.399, -0.862, 3.686], [1.616, 1.360, 5.210], [-1.279, -3.537, -0.964], [3.110, -0.914, -2.209], [3.637, 0.309, 2.065], [2.871, 2.769, 3.706], [1.080, 0.432, 5.377], [1.523, 1.059, -1.919], [-2.117, -3.340, 1.412], [0.603, 3.201, 1.782], [-0.638, -1.954, 2.499], [2.421, 3.495, 5.956], [-5.351, 1.609, 1.595], [1.474, 3.114, -3.225], [7.209, 0.287, 0.655], [0.060, 4.771, 2.398], [3.901, 0.972, 0.881], [-0.016, 4.414, 0.663], [-4.253, 1.154, 0.105], [-1.874, 3.243, 1.869], [-5.081, 0.955, 2.427], [-6.414, 1.472, 1.380], [-5.607, 2.350, -1.640], [3.099, 1.488, 0.365], [-1.157, 2.997, -1.101], [4.298, -2.696, -2.277], [3.505, -2.164, -1.765], [0.315, 3.460, -2.560], [-2.096, 3.932, 4.311], [1.975, 0.278, 2.759], [5.193, 0.960, 0.374], [-0.249, 2.665, -1.585], [1.846, -2.019, -0.075], [-4.835, -0.562, -0.435], [-3.064, 4.586, 1.223], [6.717, -0.866, 2.789], [6.204, 0.299, 1.057], [3.167, -3.689, -0.271], [2.982, 3.720, 4.704], [3.608, -0.463, -3.052], [2.878, -2.726, -0.665], [3.191, 1.585, -3.547], [-0.142, 3.987, 1.661], [-3.269, 2.679, 3.851], [-4.106, 4.268, 1.298], [-0.257, 0.025, 0.084], [-4.279, 3.380, -1.079], [-0.267, 4.636, -2.876], [3.303, 2.949, 2.731], [5.402, 1.465, -0.561], [0.346, 1.455, -1.222], [5.928, -0.354, 2.253], [2.074, -0.247, -1.564], [-2.240, 3.021, 3.724], [-1.455, -1.129, -1.656], [-2.944, 5.499, 1.813], [2.195, 1.582, 3.965], [-4.556, 2.356, -1.339], [4.639, -0.357, 2.757], [-2.068, 1.084, 0.973], [-5.200, 2.640, 1.923], [1.727, 2.319, 6.203], [1.077, 0.820, 1.688], [-3.955, 2.052, -2.199], [-5.921, -0.604, -0.560], [1.273, 2.148, 7.170], [3.504, 4.646, 4.503], [-1.586, 2.241, 4.120]],
  "lowdin_spin": [0.001, 0.000, 0.000, 0.003, 0.014, 0.000, 0.000, -0.003, 0.000, 0.002, 0.046, 0.001, 0.001, 0.002, 0.000, 0.005, 0.005, 0.000, -0.004, 0.002, -0.011, 0.014, 0.000, 0.000, 0.000, 0.000, -0.007, -0.007, -0.001, -0.002, 0.001, 0.000, -0.001, 0.000, 0.007, 0.000, -0.001, 0.014, 0.000, 0.010, 0.011, 0.004, 0.005, 0.000, 0.000, 0.000, 0.000, 0.000, 0.001, -0.002, 0.001, 0.000, 0.000, 3.925, 0.000, -0.002, 0.000, 0.000, -0.054, 0.000, 0.009, -0.009, 0.062, 0.001, 0.003, 0.005, 0.000, -0.098, 0.000, 0.000, 0.044, 0.000, 0.000, 0.000, 0.000, 0.000],
  "charge": -1,
  "multiplicity": 5,
  "homo_energy_ev": [-3.17, -3.29],
  "relative_energy_kj_mol": 41.7,
  "homo_lumo_gap_ha": [0.1936, 0.1977],
  "energy_ha": -13291.63024
}